{"formula": "C36H90N6O12", "method": "ωB97M-V/def2-TZVPD", "symbols": ["C", "O", "C", "C", "N", "C", "C", "O", "C", "H", "H", "H", "H", "H", "H", "H", "H", "H", "H", "H", "H", "H", "H", "H", "C", "O", "C", "C", "N", "C", "C", "O", "C", "H", "H", "H", "H", "H", "H", "H", "H", "H", "H", "H", "H", "H", "H", "H", "C", "O", "C", "C", "N", "C", "C", "O", "C", "H", "H", "H", "H", "H", "H", "H", "H", "H", "H", "H", "H", "H", "H", "H", "C", "O", "C", "C", "N", "C", "C", "O", "C", "H", "H", "H", "H", "H", "H", "H", "H", "H", "H", "H", "H", "H", "H", "H", "C", "O", "C", "C", "N", "C", "C", "O", "C", "H", "H", "H", "H", "H", "H", "H", "H", "H", "H", "H", "H", "H", "H", "H", "C", "O", "C", "C", "N", "C", "C", "O", "C", "H", "H", "H", "H", "H", "H", "H", "H", "H", "H", "H", "H", "H", "H", "H"], "positions_angstrom": [[4.57142, 3.27643, -3.87303], [4.73264, 1.95254, -4.37399], [3.61180, 1.45064, -5.05504], [3.43578, 2.18128, -6.40661], [4.70291, 2.11418, -7.12338], [4.73813, 2.97282, -8.29180], [6.19119, 3.24257, -8.70299], [6.83643, 4.13071, -7.79010], [8.07400, 4.61088, -8.31344], [3.80174, 3.36695, -3.10460], [4.28695, 3.93869, -4.69436], [5.54412, 3.56616, -3.48810], [2.67531, 1.53814, -4.49778], [3.81269, 0.41206, -5.31437], [3.06233, 3.20682, -6.25960], [2.72776, 1.70796, -7.09478], [5.47033, 2.33845, -6.50093], [4.27406, 3.91782, -7.95693], [4.14126, 2.57556, -9.11624], [6.15594, 3.75599, -9.66771], [6.73043, 2.29539, -8.77473], [8.28823, 4.33140, -9.34593], [8.90230, 4.28757, -7.68118], [7.95255, 5.69780, -8.27408], [-5.21497, -2.52415, 4.05496], [-6.60321, -2.57521, 3.83466], [-7.00445, -1.66315, 2.82532], [-8.47043, -1.78471, 2.48068], [-9.27280, -1.41583, 3.65278], [-10.69755, -1.47388, 3.32104], [-11.61016, -1.11247, 4.49268], [-11.71121, -2.14016, 5.47660], [-10.78492, -2.01303, 6.55114], [-4.55924, -3.18451, 3.47126], [-5.13233, -2.94523, 5.06032], [-4.70297, -1.55783, 4.04563], [-6.37896, -1.77991, 1.92685], [-6.74811, -0.65116, 3.16879], [-8.63381, -2.82360, 2.15798], [-8.72955, -1.15552, 1.62896], [-9.16103, -2.20453, 4.28661], [-10.98028, -2.50361, 3.05686], [-10.96751, -0.82450, 2.48610], [-12.61737, -0.92128, 4.12394], [-11.28154, -0.18693, 4.97492], [-10.78009, -1.01326, 6.99616], [-9.74713, -2.17829, 6.24362], [-11.15231, -2.79388, 7.21378], [3.13147, -5.02953, -2.26111], [2.08351, -5.92763, -1.99148], [1.01870, -5.27406, -1.30507], [-0.28489, -6.04966, -1.53958], [-1.49409, -5.53164, -0.96135], [-1.34784, -4.55358, 0.07856], [-2.67963, -4.18121, 0.72972], [-3.58688, -3.67493, -0.23031], [-4.62562, -2.94219, 0.37775], [2.86416, -4.50562, -3.18799], [4.02174, -5.55987, -2.61499], [3.47317, -4.38001, -1.45542], [0.89682, -4.29573, -1.79950], [1.36604, -5.01497, -0.30164], [-0.00455, -7.07532, -1.23894], [-0.32924, -6.26918, -2.61059], [-2.20681, -5.34059, -1.64353], [-0.75268, -3.67633, -0.20552], [-0.83645, -4.97399, 0.95481], [-2.45195, -3.47245, 1.52964], [-3.03932, -5.14967, 1.09985], [-4.32673, -2.06015, 0.94557], [-5.25970, -3.62238, 0.95943], [-5.30510, -2.60693, -0.40988], [-2.24117, -0.27833, 2.53587], [-0.92425, -0.43342, 2.04518], [-0.07103, 0.62629, 2.38745], [-0.38617, 1.98856, 1.75211], [0.54834, 2.41278, 0.68769], [0.08965, 2.28210, -0.68906], [-0.15594, 0.86762, -1.25666], [1.02208, 0.10280, -1.14899], [1.96470, 0.26268, -2.17556], [-2.71566, 0.64737, 2.20482], [-2.26173, -0.22654, 3.63296], [-2.85682, -1.13986, 2.29137], [0.94040, 0.27989, 2.18426], [-0.00697, 0.91605, 3.44953], [-0.34606, 2.76431, 2.51650], [-1.37411, 1.95719, 1.28927], [1.34145, 1.77155, 0.64856], [0.77339, 2.84535, -1.33200], [-0.83724, 2.84997, -0.85028], [-0.36298, 0.95534, -2.33316], [-1.01602, 0.38917, -0.79004], [2.87581, -0.26714, -1.89136], [2.19081, 1.32606, -2.31113], [1.57632, -0.25131, -3.06608], [2.71636, -1.33301, 1.25845], [2.59210, -1.60896, 2.61916], [3.17893, -2.84123, 3.02121], [2.32364, -3.30496, 4.20127], [0.90165, -3.24151, 3.91898], [0.09196, -3.26902, 5.10975], [-1.36202, -3.19815, 4.72128], [-2.38573, -2.70024, 5.59723], [-2.37893, -3.41239, 6.84026], [1.90906, -1.69311, 0.61050], [3.68969, -1.54065, 0.79999], [2.64022, -0.26385, 1.01682], [4.20182, -2.70199, 3.37890], [3.15532, -3.60190, 2.23709], [2.56887, -2.63061, 5.04221], [2.70290, -4.26861, 4.55736], [0.80749, -2.37903, 3.39330], [0.37883, -2.39953, 5.73685], [0.35163, -4.07509, 5.80154], [-1.65347, -4.18010, 4.32543], [-1.50663, -2.48281, 3.90624], [-1.71229, -2.99365, 7.60074], [-2.20462, -4.48159, 6.72027], [-3.37651, -3.16937, 7.21947], [3.22370, 6.90793, -3.92808], [3.01732, 6.03591, -2.82829], [2.37581, 6.71999, -1.78353], [2.18933, 5.79013, -0.55930], [3.45358, 5.31608, 0.00093], [3.48784, 3.83268, -0.00995], [4.85584, 3.41243, 0.59039], [5.94563, 3.31209, -0.34440], [6.49818, 4.53701, -0.77997], [2.29016, 7.26256, -4.37012], [3.70411, 6.31991, -4.71307], [3.91556, 7.70469, -3.64852], [1.40634, 7.17134, -2.03814], [2.95181, 7.61955, -1.50630], [1.63253, 4.99990, -1.07877], [1.46737, 6.27870, 0.09305], [4.20253, 5.64314, -0.58469], [3.34490, 3.39710, -1.00395], [2.64657, 3.61610, 0.64733], [4.74265, 2.36456, 0.88437], [5.11649, 3.97378, 1.48732], [5.85641, 5.16121, -1.40628], [7.39686, 4.27729, -1.33683], [6.77896, 5.19423, 0.05281]], "forces_ev_per_a": [[0.0292, -0.2498, -0.6392], [-0.0908, -0.0429, 0.6485], [-0.4409, 0.4164, -1.4996], [0.5540, -0.3746, -0.3092], [-0.0228, -0.3576, 0.0601], [0.5968, 0.7037, 1.2186], [-0.8799, 0.4589, -0.1728], [-0.0956, -0.8248, -0.4399], [-0.4545, 0.6906, 0.5895], [0.0136, -0.2036, 0.1006], [0.1180, 0.2153, 0.0774], [-0.0575, 0.0964, 0.1510], [0.1078, -0.0437, 0.2751], [0.0722, -0.1005, 0.3894], [0.1514, 0.1202, 0.0230], [-0.3935, -0.2213, 0.5598], [-0.0567, 0.1098, 0.0269], [0.1291, 0.2878, -0.6941], [0.1858, -0.1520, -0.0127], [0.1310, -0.2687, -0.2533], [0.0975, -0.0417, -0.1140], [-0.2598, -0.2285, -0.0013], [-0.0013, 0.0368, -0.0050], [0.5740, -0.0041, -0.0691], [0.6798, -1.1027, 1.5909], [-0.0897, 0.3591, -1.0324], [0.7919, 0.7482, -0.4927], [0.4435, -0.3206, 0.5637], [-0.4992, -0.4807, -0.4842], [-0.6759, -0.3351, 0.5687], [0.2050, 0.0912, 0.1870], [0.3564, 0.6288, -0.3563], [-0.3369, -0.3386, -0.5016], [-0.6344, -0.0850, -0.6505], [0.3807, 0.3129, 0.0707], [-0.6703, 0.3938, 0.0015], [-0.2465, -0.3509, -0.0125], [-0.3802, 0.0836, 0.1176], [-0.2123, -0.0227, 0.0140], [0.1333, 0.2214, 0.0910], [0.3573, 0.3395, 0.2470], [-0.0847, 0.0559, -0.3222], [0.3397, 0.1053, -0.0635], [-0.0913, -0.2000, -0.0986], [0.1577, 0.0770, -0.0483], [-0.4168, -0.0531, 0.1542], [-0.0746, -0.3217, 0.0267], [0.5411, 0.2339, 0.5131], [0.5127, -0.4618, -1.6797], [-0.0197, -0.3130, 0.7911], [0.1181, 1.4320, -1.4734], [1.7642, -1.5787, 0.1294], [0.0608, -0.4678, -0.0265], [-0.2278, 0.3796, 0.8604], [0.7754, -0.7723, -1.0512], [0.2582, 0.7904, 0.3511], [-1.0748, -0.7012, -0.8146], [-0.1210, 0.8199, 0.4382], [-0.1509, -0.5234, 0.4765], [-0.5063, 0.1229, 0.2159], [-0.0771, 0.1262, 0.0910], [-0.5215, -0.5203, 0.3757], [-0.5455, -0.0047, 0.7822], [-0.4011, 0.8482, -0.1602], [-0.0029, 0.3940, 0.0527], [-0.2662, 0.2138, -0.1080], [0.3589, -0.2589, -0.3005], [-0.3095, 0.0591, 0.1006], [-0.3945, 0.2879, 0.4328], [0.3598, -0.1711, 0.1560], [0.2187, 0.1664, 0.5167], [0.2601, 0.1519, -0.1722], [-0.0334, 0.2436, 0.8714], [-0.4445, -0.1398, 0.1436], [0.5444, 1.0323, 0.6505], [0.5328, -0.1215, -1.2759], [0.3706, -0.8699, -0.7274], [-1.2929, 0.6668, -0.6299], [0.7804, 1.0912, -0.7497], [-0.0708, -0.9212, 1.3956], [-0.3112, -0.2441, 0.0049], [-0.0807, -0.0772, -0.3453], [0.2636, -0.0033, 0.0764], [0.1893, -0.0309, -0.4494], [-0.0431, 0.1197, -0.4061], [-0.6388, -1.0501, 0.3369], [-0.2617, -0.0390, 0.0464], [-0.1839, 0.1355, 0.3155], [0.1267, 0.1943, 0.7570], [0.3608, -0.3346, 0.0421], [-0.1225, -0.0777, 0.3385], [-0.3893, 0.1877, 0.0793], [0.3323, -0.3597, 0.2851], [-0.0321, 0.1474, 0.1480], [0.0709, -0.1632, -0.4048], [0.1735, 0.5391, -0.2623], [0.1184, 1.2590, -1.7102], [0.4821, -0.0097, -0.3402], [-1.0480, -0.2588, 0.6962], [0.7466, 0.3759, 0.7533], [0.7971, -1.0935, -0.6413], [0.4869, 1.7097, 1.3178], [-1.4022, 0.4332, -1.1899], [1.7532, -1.1176, 0.8454], [-1.2005, 1.1967, 0.0668], [0.0201, -0.7687, 0.3528], [0.0585, -0.6858, 0.3805], [-0.0640, 0.1663, 0.8605], [0.0974, 0.0718, -0.2196], [-0.0347, 0.2155, -0.2577], [-0.0475, 0.1612, -0.0089], [-0.4469, -0.2652, -0.2891], [-0.5811, 0.0336, 0.1418], [-0.4081, 0.2123, -0.0135], [-0.1490, -0.5654, -0.5929], [-0.1338, -0.0618, 0.1315], [0.6630, -0.2545, -0.3007], [0.4708, -0.0342, -0.3715], [-0.1459, -0.0492, -0.0618], [-0.0040, -0.7035, 0.2386], [0.5137, -0.8872, -0.3786], [-0.4325, 0.2857, -0.2274], [0.1893, 0.8590, 1.5693], [-0.0942, 0.4671, -2.3858], [-0.8728, -0.2522, -0.4243], [1.2816, 1.6769, 1.2010], [-0.6280, -1.6760, -0.7650], [-0.6494, 0.7399, 0.1890], [0.3125, 0.1418, 0.3494], [-0.0996, 0.3181, 0.3425], [0.0888, -0.0229, 0.1065], [-0.2453, 0.3051, -0.0376], [-0.1630, -0.5367, -0.4450], [0.3659, -0.1787, 0.0460], [-0.0092, -0.5349, 0.6003], [0.3713, -0.0342, 0.5903], [0.0620, 0.3000, -0.1857], [-0.0030, -0.0722, 0.0003], [0.2152, -0.8345, -0.0219], [0.0209, 0.0418, 0.2316], [0.0246, 0.3851, -0.1471], [-0.2406, -0.3461, -0.3378], [-0.0176, 0.1029, -0.0651], [0.0917, -0.2214, 0.1900]], "de_lowest_kcal_mol": 311.8, "max_force_ev_per_a": 2.4, "homo_energy_ev": -8.275, "energy_ev": -72291.228, "smiles": "COCCNCCOC.COCCNCCOC.COCCNCCOC.COCCNCCOC.COCCNCCOC.COCCNCCOC", "lumo_ev": 0.631}